A 6-piece molecular cluster, C2H16O7 overall in a non-equilibrium geometry, computed with ωB97M-V/def2-TZVPD.

Structure (XYZ):
```
25
Properties=species:S:1:pos:R:3:forces:R:3
O -0.60687 -2.35567 -0.43341 -1.57 -0.20 3.12
H -0.20183 -2.21563 -1.23178 1.78 0.30 -3.39
H -0.79690 -3.28646 -0.33909 -0.07 -0.36 -0.06
O -0.79102 0.72577 1.16876 0.79 -0.43 0.23
H -1.17601 0.84285 0.30429 -0.48 0.63 -0.62
H -0.23695 -0.06985 1.05184 -0.56 0.21 0.59
O -1.08321 -0.38817 3.60133 0.83 -0.89 1.28
H -1.42560 0.14715 2.91429 -0.76 0.98 -1.05
H -0.25981 -0.69346 3.19354 -0.32 -0.28 0.30
O 0.75156 -1.62336 1.73841 1.17 1.07 1.00
H 0.51734 -1.88842 0.85817 -0.57 -0.69 -1.07
H 1.48261 -0.99460 1.62112 0.00 -0.47 0.22
O 0.98230 3.05799 1.68272 -0.79 0.47 -0.94
H 0.49789 2.23349 1.62361 -0.75 -0.38 -0.21
H 1.69903 2.83018 2.23301 1.43 -0.11 1.09
C 0.79913 0.30017 -1.64544 -2.43 -1.57 -1.60
C -0.68736 0.36406 -2.10694 0.06 -0.71 3.68
O -1.34843 1.44253 -1.41874 0.18 0.12 -1.88
O 1.11584 -0.91528 -2.35662 1.09 -0.46 1.82
H 0.80210 0.08624 -0.61106 0.40 -0.35 1.00
H 1.39024 1.19325 -1.78975 0.30 0.06 -0.65
H -1.21456 -0.62401 -1.80089 0.88 1.95 -0.45
H -0.63593 0.37853 -3.14847 -0.62 0.65 -1.90
H -0.99941 2.22704 -1.88083 -0.52 -0.03 0.72
H 1.42587 -0.77433 -3.22809 0.53 0.49 -1.24
```
Forces are in eV/Å.

Computed properties:
2S+1   1
SMILES   OCCO.O.O.O.O.O
Energy   -612.42672 a.u.
HOMO level   -10.078 eV
Kohn-Sham gap   10.17 eV
Energy above the lowest of the compared OMol25 structures with the same formula, charge and spin   26.0 kcal/mol
Molar mass   152.14 g/mol
Max |F|   0.0748 hartree/bohr

=====

One molecule with the formula F2HISi in a non-equilibrium geometry, computed with ωB97M-V/def2-TZVPD.

Structure (XYZ):
```
5
Properties=species:S:1:pos:R:3:forces:R:3
F -0.25702 -0.92778 -1.14972 0.39 -1.51 -1.89
F -0.32093 -0.99104 1.30012 0.25 0.85 -0.13
Si -0.10985 0.01021 0.06149 -1.66 0.31 0.95
I 2.00458 1.05904 0.04135 0.32 0.20 0.18
H -1.31678 0.84957 -0.25324 0.69 0.15 0.89
```
Forces are in eV/Å.

Computed properties:
2S+1   1
SMILES   F[SiH](F)I
Energy   -787.67389 a.u.
HOMO level   -10.714 eV
Kohn-Sham gap   11.10 eV
Energy above the lowest of the compared OMol25 structures with the same formula, charge and spin   0.0 kcal/mol
Molar mass   193.99 g/mol
Max |F|   0.0476 hartree/bohr

=====

C2H6AlO3 as an isolated structure in a non-equilibrium geometry, computed with ωB97M-V/def2-TZVPD.

Structure (XYZ):
```
12
Properties=species:S:1:pos:R:3:forces:R:3
C -0.90229 -1.82012 0.03497 -2.17 -1.03 0.57
O 0.18860 -0.89971 0.18949 2.16 1.85 -1.38
C 0.14470 0.25622 -0.38974 -3.72 -1.96 2.27
O 1.09403 0.62081 -1.09054 1.73 1.46 -0.89
Al 2.40003 -0.24337 -1.74132 1.20 -0.51 -0.51
H -1.46925 -1.83008 0.97119 0.11 -0.12 -0.24
H -1.54776 -1.51818 -0.79832 0.19 -0.04 0.22
H -0.46526 -2.80254 -0.16042 0.03 0.30 0.11
H -0.76974 0.86034 -0.29926 0.26 0.09 -0.24
O 0.06042 2.56223 1.08554 0.73 -0.75 -1.34
H 0.50086 2.04745 1.76909 0.10 0.31 0.54
H 0.76567 2.76694 0.42931 -0.63 0.39 0.90
```
Forces are in eV/Å.

Computed properties:
2S+1   2
Energy   -547.17329 a.u.
HOMO level (spin up / spin down)   -19.276 / -19.278 eV
Kohn-Sham gap (spin up / spin down)   8.30 / 5.09 eV
Molar mass   105.05 g/mol
Charge   +2
Max |F|   0.0929 hartree/bohr

=====

One molecule with the formula H4O4SSi in a non-equilibrium geometry, computed with ωB97M-V/def2-TZVPD.

Structure (XYZ):
```
10
Properties=species:S:1:pos:R:3:forces:R:3
O 0.19191 -2.98930 -0.20280 -0.19 -0.46 0.11
O 1.76894 -1.07013 -0.14839 -0.69 -0.10 -1.01
O -0.52786 0.48694 1.02034 0.78 -0.29 2.17
O -0.55283 -0.86464 0.81573 0.28 -3.11 -1.19
Si -0.68727 1.48276 -0.20518 1.27 3.44 -0.54
S 0.31535 -1.62685 -0.59356 -0.13 1.32 0.90
H 1.67139 -0.98475 0.79497 0.48 0.14 1.28
H -1.64730 1.11493 -1.10997 -1.70 -0.92 -1.64
H -1.12196 2.67210 0.54433 0.06 0.21 -0.14
H 0.58962 1.77894 -0.91549 -0.15 -0.22 0.06
```
Forces are in eV/Å.

Computed properties:
2S+1   1
Energy   -990.90207 a.u.
HOMO level   -10.710 eV
Kohn-Sham gap   10.88 eV
Energy above the lowest of the compared OMol25 structures with the same formula, charge and spin   112.1 kcal/mol
Molar mass   128.18 g/mol
Max |F|   0.0720 hartree/bohr

=====

C10H13NO4PtSeSi as an isolated structure in a non-equilibrium geometry, computed with ωB97M-V/def2-TZVPD.

Structure (XYZ):
```
31
Properties=species:S:1:pos:R:3:forces:R:3
Pt -0.83586 -0.12750 0.78954 3.00 -4.45 0.90
O -4.08372 -3.02050 0.55482 -0.40 1.75 2.60
C -2.71323 -2.25505 1.09834 -5.74 4.51 -5.55
O -2.87568 -0.98916 1.43100 1.27 -6.75 -0.29
C -1.76324 -2.76274 -0.02109 4.33 -2.69 3.69
C -1.58714 -4.35912 -0.68689 4.45 7.97 4.74
C -0.29796 -4.82674 -0.56484 -3.04 6.65 -0.86
C 0.76113 -3.78882 -0.48572 -1.07 -13.22 -4.30
C 0.62488 -2.76076 0.18598 8.21 7.95 2.81
N -0.34250 -2.16909 0.54973 -15.36 1.27 0.27
C 1.79725 -1.71752 0.57079 5.96 -6.02 -2.73
O 2.89027 -2.35411 0.28353 -1.99 1.85 0.85
O 1.68825 -0.58801 0.98175 -2.15 2.01 0.77
H -5.09308 -2.70406 0.83876 4.34 -0.59 -0.45
H -2.39469 -4.88282 -0.60624 -5.10 -2.94 -0.56
H -0.34266 -5.74168 -0.96816 1.73 -3.82 -1.00
H 1.48348 -4.48670 -0.81066 2.91 1.49 -0.12
C 0.07371 4.53460 -1.19533 -6.97 13.73 -12.11
Si 0.47361 3.34780 -0.33753 7.96 -10.40 10.30
C 1.89492 2.22128 -0.91666 5.82 4.49 11.36
C 1.20608 3.84052 1.45167 1.90 4.08 0.62
Se -1.01813 1.93937 0.36572 -3.79 4.27 -0.23
H 0.84576 5.30547 -1.51323 -0.45 -1.20 0.73
H -0.91437 5.25039 -1.32477 2.06 -1.46 2.06
H -0.36302 4.25620 -2.24907 1.56 -0.70 1.21
H 2.72529 2.89946 -1.30475 -0.53 -0.94 0.94
H 1.54745 1.87953 -1.65583 -4.58 -6.03 -10.63
H 2.27041 1.32183 -0.03241 -1.24 3.02 -2.93
H 1.99142 5.03917 1.33754 -1.44 -3.78 -0.32
H 1.78067 3.15391 2.20253 -1.12 1.10 -1.83
H 0.57069 4.54482 2.03150 -0.56 -1.17 0.08
```
Forces are in eV/Å.

Computed properties:
2S+1   3
Energy   -3554.15159 a.u.
HOMO level (spin up / spin down)   -8.134 / -8.101 eV
Kohn-Sham gap (spin up / spin down)   5.26 / 5.14 eV
Molar mass   513.34 g/mol
Max |F|   0.3810 hartree/bohr

=====

C17H19B2FO5Rb as an isolated structure in a non-equilibrium geometry, computed with ωB97M-V/def2-TZVPD.

Structure (XYZ):
```
45
Properties=species:S:1:pos:R:3:forces:R:3
Rb 16.14708 -4.25465 17.46493 0.11 0.32 -0.58
B 19.23817 -3.75538 16.52761 0.61 -0.02 -0.21
H 18.69256 -4.13707 17.46470 -0.82 -0.69 2.03
H 19.81440 -2.77457 16.78069 0.60 1.25 0.34
H 20.01298 -4.57941 16.23111 0.97 -1.10 -0.43
H 18.45403 -3.60525 15.69977 -1.08 0.26 -1.27
B 15.10081 -2.66234 14.89865 0.01 0.37 -0.74
H 15.99217 -2.04861 15.30037 1.54 0.71 0.65
H 14.53114 -3.09307 15.79775 -1.43 -0.79 1.57
H 14.44908 -1.91115 14.28713 -1.09 0.86 -0.59
H 15.42411 -3.50899 14.16678 0.57 -1.14 -0.69
C 18.70562 -8.59888 14.60426 0.56 -1.29 0.84
C 18.23271 -9.16670 15.94637 0.20 0.00 -0.72
O 17.14424 -8.32834 16.22915 0.28 -0.74 0.56
C 17.27019 -7.17893 15.49480 -0.38 0.59 -0.48
O 16.45604 -6.31882 15.47508 0.41 -0.29 0.38
O 18.39122 -7.24167 14.75050 -0.26 0.30 -0.55
F 19.21864 -9.04503 16.89505 -0.10 0.30 0.07
H 18.17419 -9.09102 13.78441 -0.18 0.31 -0.05
H 19.76886 -8.79863 14.48525 0.05 0.51 -0.03
H 17.98379 -10.22627 15.95466 -0.54 0.15 -0.09
C 14.41147 -9.95296 20.40480 -0.36 0.68 -0.16
C 15.05206 -11.10647 20.79326 0.59 0.17 0.30
C 16.44175 -11.20397 20.66304 -1.34 -0.24 -0.01
C 17.13441 -10.14594 20.10159 0.69 -0.03 -0.10
C 16.49404 -8.93998 19.76877 -0.69 -0.11 -0.10
C 15.10977 -8.86203 19.87983 -0.05 -0.56 0.66
C 17.24312 -7.70012 19.38931 0.70 -0.80 0.05
O 16.68045 -6.70426 19.01350 -0.56 0.50 -0.07
C 18.71383 -7.76918 19.54679 0.54 0.27 0.45
C 19.46917 -6.58781 19.46023 -0.81 0.27 -1.29
C 20.84686 -6.58575 19.45164 0.17 -1.51 0.35
C 21.47205 -7.83356 19.62121 -0.01 1.14 -0.04
C 20.73231 -8.98006 19.83904 0.92 -0.57 -0.04
C 19.35364 -8.99566 19.77937 -0.07 0.54 -0.13
C 18.61195 -10.28695 19.86988 -0.43 1.19 0.58
O 19.15599 -11.35810 19.82078 0.26 -0.64 -0.05
H 13.34954 -9.85056 20.59545 -0.03 -0.04 -0.19
H 14.48111 -11.88113 21.28800 0.09 -0.14 -0.10
H 16.87374 -12.11574 21.05031 0.64 0.14 -0.35
H 14.56986 -7.94632 19.68955 0.21 0.11 -0.24
H 18.96935 -5.69241 19.09698 -0.11 0.08 0.47
H 21.43363 -5.69472 19.29206 -0.16 0.13 -0.13
H 22.55113 -7.85840 19.52856 0.01 -0.28 0.27
H 21.27851 -9.89635 20.03197 -0.22 -0.13 -0.15
```
Forces are in eV/Å.

Computed properties:
2S+1   1
Energy   -1209.03883 a.u.
HOMO level   -4.702 eV
Kohn-Sham gap   5.44 eV
Molar mass   429.42 g/mol
Charge   -1
Max |F|   0.0446 hartree/bohr